# 1
{"formula": "C39H37N13O2SSn", "method": "the ωB97M-V functional and the def2-TZVPD basis", "lumo_ev": -5.94, "spin_multiplicity": 1, "orbital_gap_ev": 7.31, "de_lowest_kcal_mol": 8.96, "total_charge": 2, "symbols": ["Sn", "C", "C", "N", "C", "C", "N", "C", "C", "C", "C", "C", "N", "C", "C", "N", "C", "C", "N", "C", "C", "C", "N", "C", "C", "H", "H", "H", "H", "H", "H", "H", "H", "H", "H", "H", "H", "S", "C", "N", "N", "C", "C", "C", "C", "C", "C", "N", "N", "C", "C", "C", "C", "C", "C", "H", "H", "H", "H", "H", "H", "H", "H", "H", "H", "H", "C", "C", "C", "O", "H", "H", "H", "H", "H", "H", "H", "C", "N", "C", "C", "C", "N", "C", "O", "N", "H", "H", "H", "H", "H", "H", "H"], "positions_angstrom": [[0.18, -1.46, -0.78], [2.21, -4.01, 2.61], [1.34, -3.43, 1.69], [1.77, -2.55, 0.81], [3.07, -2.24, 0.80], [3.92, -2.79, 1.75], [3.49, -3.66, 2.65], [3.52, -1.31, -0.28], [4.84, -0.93, -0.40], [5.22, -0.07, -1.42], [4.24, 0.36, -2.30], [2.93, -0.06, -2.12], [2.57, -0.88, -1.12], [1.85, 0.35, -3.07], [2.02, 1.35, -4.03], [1.05, 1.66, -4.89], [-0.09, 0.98, -4.80], [-0.28, 0.01, -3.83], [0.69, -0.28, -2.97], [6.63, 0.36, -1.58], [6.94, 1.66, -1.95], [8.27, 2.02, -2.08], [9.28, 1.17, -1.88], [8.98, -0.08, -1.53], [7.68, -0.53, -1.37], [1.87, -4.75, 3.32], [0.28, -3.67, 1.68], [4.96, -2.52, 1.81], [5.59, -1.28, 0.30], [4.51, 0.98, -3.14], [2.93, 1.92, -4.12], [-0.86, 1.22, -5.52], [-1.22, -0.52, -3.73], [6.17, 2.40, -2.11], [8.55, 3.03, -2.35], [9.81, -0.75, -1.39], [7.50, -1.57, -1.11], [-0.11, 2.03, -0.87], [-1.78, 2.13, -0.39], [-2.10, 3.23, 0.22], [-3.30, 3.63, 0.48], [-4.56, 3.09, 0.04], [-5.32, 2.33, 0.92], [-6.54, 1.83, 0.50], [-7.00, 2.10, -0.78], [-6.24, 2.88, -1.64], [-5.02, 3.38, -1.23], [-2.74, 1.19, -0.79], [-2.32, 0.07, -1.13], [-3.36, -0.79, -1.60], [-3.30, -2.14, -1.31], [-4.30, -2.99, -1.77], [-5.34, -2.49, -2.53], [-5.40, -1.13, -2.83], [-4.41, -0.27, -2.36], [-3.31, 4.53, 0.95], [-4.95, 2.15, 1.92], [-7.15, 1.25, 1.18], [-7.96, 1.72, -1.10], [-6.61, 3.11, -2.63], [-4.42, 4.00, -1.89], [-2.50, -2.53, -0.70], [-4.26, -4.05, -1.54], [-6.11, -3.15, -2.90], [-6.21, -0.74, -3.43], [-4.44, 0.78, -2.58], [0.15, 1.68, 2.23], [1.14, 1.01, 1.30], [2.39, 1.83, 1.09], [0.51, 0.71, -0.01], [0.58, 1.70, 3.24], [-0.79, 1.14, 2.27], [-0.04, 2.71, 1.93], [1.38, 0.01, 1.67], [2.14, 2.82, 0.70], [3.08, 1.35, 0.40], [2.90, 1.97, 2.05], [-3.47, -1.18, 2.21], [-2.34, -1.32, 3.13], [-2.51, -1.36, 4.47], [-1.47, -1.47, 5.32], [-0.17, -1.53, 4.72], [0.00, -1.49, 3.40], [-1.06, -1.39, 2.60], [-0.96, -1.35, 1.35], [0.92, -1.63, 5.49], [-4.38, -1.12, 2.80], [-3.52, -2.03, 1.54], [-3.36, -0.27, 1.61], [-3.53, -1.30, 4.82], [-1.61, -1.50, 6.39], [0.86, -1.66, 6.49], [1.82, -1.67, 5.05]]}


# 2
{"formula": "C39H38AsBaNSTe", "method": "the ωB97M-V functional and the def2-TZVPD basis", "lumo_ev": 0.01, "spin_multiplicity": 1, "orbital_gap_ev": 6.72, "de_lowest_kcal_mol": 0.00, "total_charge": 0, "symbols": ["Ba", "C", "C", "C", "C", "C", "C", "C", "C", "C", "C", "H", "H", "H", "H", "H", "H", "H", "H", "H", "H", "H", "H", "H", "H", "H", "C", "C", "C", "C", "C", "C", "As", "C", "C", "C", "C", "C", "C", "C", "C", "C", "C", "C", "C", "H", "H", "H", "H", "H", "H", "H", "H", "H", "H", "H", "H", "H", "Te", "C", "C", "C", "C", "C", "C", "H", "H", "H", "H", "H", "S", "C", "N", "C", "C", "C", "C", "H", "H", "H", "H", "H"], "positions_angstrom": [[0.50, -0.38, 0.63], [2.39, -2.14, -0.66], [2.54, -2.12, 0.75], [1.57, -3.02, 1.28], [0.80, -3.52, 0.23], [1.30, -2.98, -0.98], [0.82, -3.26, -2.38], [-0.28, -4.55, 0.38], [1.44, -3.40, 2.73], [3.62, -1.44, 1.54], [3.22, -1.40, -1.67], [1.60, -3.74, -2.98], [0.53, -2.35, -2.90], [-0.04, -3.92, -2.38], [0.14, -5.52, 0.69], [-0.82, -4.71, -0.55], [-1.02, -4.27, 1.14], [2.02, -4.30, 2.97], [0.40, -3.62, 3.00], [1.79, -2.61, 3.40], [4.47, -2.10, 1.74], [3.28, -1.08, 2.51], [4.02, -0.56, 1.01], [3.81, -2.10, -2.28], [3.92, -0.71, -1.21], [2.60, -0.84, -2.38], [0.21, 3.70, -6.70], [1.22, 2.80, -6.35], [1.02, 1.91, -5.31], [-0.17, 1.92, -4.59], [-1.17, 2.81, -4.94], [-0.98, 3.69, -5.99], [-0.33, 0.63, -3.12], [-2.00, 1.17, -2.31], [-3.27, 0.77, -2.70], [-4.38, 1.21, -1.98], [-4.20, 2.03, -0.87], [-2.94, 2.42, -0.46], [-1.83, 1.99, -1.19], [-0.43, 2.30, -0.87], [0.01, 2.96, 0.28], [1.37, 3.08, 0.54], [2.30, 2.56, -0.35], [1.87, 1.91, -1.50], [0.52, 1.76, -1.76], [0.36, 4.39, -7.52], [2.15, 2.80, -6.90], [1.81, 1.20, -5.06], [-2.10, 2.82, -4.39], [-1.77, 4.38, -6.26], [-3.41, 0.10, -3.54], [-5.37, 0.90, -2.27], [-5.07, 2.35, -0.30], [-2.81, 3.03, 0.42], [-0.70, 3.35, 1.00], [1.69, 3.56, 1.46], [3.36, 2.67, -0.15], [2.61, 1.50, -2.18], [-1.19, 0.97, 3.12], [0.32, 2.23, 3.91], [1.61, 1.76, 4.18], [2.63, 2.63, 4.56], [2.38, 3.99, 4.68], [1.10, 4.47, 4.42], [0.09, 3.60, 4.04], [1.82, 0.70, 4.10], [3.61, 2.24, 4.76], [3.17, 4.67, 4.98], [0.89, 5.53, 4.51], [-0.91, 3.99, 3.84], [-2.52, -1.36, 0.42], [-2.86, -2.50, 1.61], [-2.37, -2.40, 2.87], [-2.61, -3.27, 3.87], [-3.41, -4.35, 3.66], [-3.97, -4.52, 2.38], [-3.70, -3.63, 1.38], [-1.79, -1.58, 3.09], [-2.13, -3.04, 4.81], [-3.61, -5.05, 4.46], [-4.61, -5.37, 2.18], [-4.10, -3.75, 0.39]]}


# 3
{"formula": "C39H38BCdF18N11O5P2S2", "method": "the ωB97M-V functional and the def2-TZVPD basis", "lumo_ev": -1.12, "spin_multiplicity": 1, "orbital_gap_ev": 7.39, "de_lowest_kcal_mol": 43.14, "total_charge": 0, "symbols": ["Cd", "C", "C", "C", "C", "N", "N", "B", "N", "C", "C", "C", "C", "N", "N", "C", "C", "C", "C", "N", "N", "C", "C", "C", "C", "N", "H", "H", "H", "H", "H", "H", "H", "H", "H", "H", "H", "H", "H", "H", "H", "H", "H", "H", "H", "H", "N", "P", "C", "C", "C", "C", "C", "C", "C", "C", "C", "C", "C", "C", "C", "C", "C", "C", "C", "N", "H", "H", "H", "H", "H", "H", "H", "H", "H", "H", "H", "H", "H", "H", "H", "F", "P", "F", "F", "F", "F", "F", "C", "C", "O", "C", "F", "F", "F", "C", "F", "F", "F", "H", "H", "H", "F", "C", "F", "F", "S", "O", "O", "N", "S", "O", "O", "C", "F", "F", "F"], "positions_angstrom": [[0.36, -0.17, 0.58], [3.04, 1.10, 2.10], [2.18, 2.25, 1.69], [2.57, 3.59, 1.78], [1.52, 4.30, 1.30], [0.53, 3.44, 0.95], [0.95, 2.14, 1.19], [-0.81, 3.91, 0.41], [-1.25, 3.45, -1.06], [-0.95, 3.60, -2.33], [-1.81, 2.82, -3.10], [-2.67, 2.17, -2.24], [-3.70, 1.13, -2.53], [-2.31, 2.61, -1.01], [-2.04, 3.23, 1.11], [-2.75, 3.53, 2.20], [-4.07, 3.22, 1.98], [-4.16, 2.71, 0.69], [-5.37, 2.31, -0.08], [-2.90, 2.68, 0.23], [-1.01, 5.43, 0.43], [-2.12, 6.15, 0.74], [-1.90, 7.45, 0.37], [-0.61, 7.44, -0.20], [0.15, 8.59, -0.78], [-0.09, 6.23, -0.17], [4.08, 1.41, 2.04], [2.83, 0.81, 3.13], [2.90, 0.24, 1.46], [3.51, 3.96, 2.15], [1.40, 5.35, 1.14], [-0.12, 4.22, -2.63], [-1.75, 2.68, -4.17], [-4.68, 1.57, -2.70], [-3.40, 0.61, -3.44], [-3.76, 0.39, -1.74], [-2.27, 3.97, 3.06], [-4.89, 3.31, 2.66], [-5.49, 2.93, -0.97], [-6.24, 2.45, 0.56], [-5.33, 1.27, -0.38], [-2.98, 5.71, 1.21], [-2.56, 8.28, 0.49], [-0.41, 9.52, -0.66], [1.12, 8.70, -0.30], [0.33, 8.43, -1.85], [1.87, -3.09, 0.61], [2.08, -1.79, -0.47], [3.90, -1.58, -0.35], [4.53, -1.77, 0.88], [5.91, -1.69, 0.98], [6.67, -1.41, -0.14], [6.05, -1.20, -1.36], [4.67, -1.28, -1.47], [1.90, -2.55, -2.10], [1.04, -1.98, -3.03], [0.93, -2.52, -4.30], [1.68, -3.64, -4.64], [2.56, -4.20, -3.72], [2.68, -3.64, -2.46], [1.47, -2.91, 1.91], [1.31, -4.01, 2.76], [1.08, -3.78, 4.09], [0.98, -2.46, 4.56], [1.07, -1.45, 3.65], [1.32, -1.65, 2.34], [1.73, -4.02, 0.21], [3.95, -1.99, 1.77], [6.39, -1.85, 1.94], [7.75, -1.36, -0.07], [6.64, -0.98, -2.24], [4.20, -1.11, -2.43], [0.45, -1.11, -2.77], [0.25, -2.08, -5.02], [1.59, -4.08, -5.63], [3.15, -5.06, -3.99], [3.38, -4.07, -1.75], [1.38, -5.01, 2.36], [0.97, -4.61, 4.78], [0.78, -2.24, 5.60], [0.91, -0.42, 3.94], [0.86, 1.16, -1.72], [2.43, 1.70, -2.12], [2.13, 3.08, -1.36], [1.84, 2.31, -3.49], [3.90, 2.18, -2.48], [2.94, 1.06, -0.73], [2.66, 0.30, -2.86], [-1.78, -2.24, 2.43], [-2.34, -0.82, 2.27], [-1.58, 0.10, 1.60], [-3.76, -0.95, 1.61], [-3.64, -0.90, 0.27], [-4.61, 0.04, 1.95], [-4.41, -2.07, 1.92], [-2.56, -0.29, 3.72], [-1.40, -0.26, 4.39], [-3.05, 0.96, 3.79], [-3.40, -1.07, 4.42], [-1.46, -2.61, 1.46], [-2.53, -2.92, 2.82], [-0.94, -2.22, 3.11], [-3.23, -4.30, 0.37], [-3.13, -4.27, -0.95], [-4.14, -3.53, -1.43], [-3.27, -5.50, -1.43], [-1.51, -3.51, -1.60], [-0.87, -2.76, -0.54], [-1.99, -2.76, -2.72], [-0.65, -4.76, -2.06], [-0.10, -5.69, -0.89], [-0.93, -5.70, 0.28], [1.32, -5.60, -0.65], [-0.26, -7.37, -1.65], [0.03, -8.26, -0.71], [0.61, -7.50, -2.66], [-1.48, -7.60, -2.11]]}


# 4
{"formula": "C39H38N4O10", "method": "the ωB97M-V functional and the def2-TZVPD basis", "lumo_ev": -1.35, "spin_multiplicity": 1, "orbital_gap_ev": 8.45, "smiles": "C#CCCCC1=CC(=O)C(CCCC)=CC1=O.O=[N+]([O-])c1ccccc1.O=[N+]([O-])c1ccccc1.O=[N+]([O-])c1ccccc1.O=[N+]([O-])c1ccccc1", "total_charge": 0, "symbols": ["C", "C", "C", "C", "C", "C", "C", "C", "O", "C", "C", "C", "C", "C", "C", "C", "O", "H", "H", "H", "H", "H", "H", "H", "H", "H", "H", "H", "H", "H", "H", "H", "H", "H", "H", "C", "C", "C", "C", "C", "C", "N", "O", "O", "H", "H", "H", "H", "H", "C", "C", "C", "C", "C", "C", "N", "O", "O", "H", "H", "H", "H", "H", "C", "C", "C", "C", "C", "C", "N", "O", "O", "H", "H", "H", "H", "H", "C", "C", "C", "C", "C", "C", "N", "O", "O", "H", "H", "H", "H", "H"], "positions_angstrom": [[9.02, -1.72, 0.46], [8.55, -2.20, -0.57], [8.16, -2.73, -1.98], [7.62, -1.63, -2.99], [7.06, -0.31, -2.32], [5.58, -0.47, -1.75], [5.24, 0.03, -0.50], [3.73, -0.05, 0.07], [3.36, 0.64, 1.08], [2.67, -1.00, -0.61], [1.29, -1.26, 0.10], [0.79, -2.76, -0.07], [-0.51, -2.91, -0.98], [-0.43, -2.14, -2.38], [3.06, -1.54, -1.83], [4.42, -1.15, -2.55], [4.43, -1.36, -3.76], [9.33, -1.62, 1.53], [7.47, -3.62, -1.85], [9.11, -3.16, -2.45], [8.40, -1.37, -3.78], [6.78, -2.12, -3.58], [6.96, 0.46, -3.16], [7.76, 0.17, -1.57], [5.98, 0.55, 0.17], [1.40, -0.96, 1.19], [0.45, -0.59, -0.30], [0.60, -3.15, 0.98], [1.66, -3.39, -0.45], [-0.69, -4.01, -1.21], [-1.38, -2.55, -0.35], [0.31, -2.63, -3.10], [-1.44, -2.24, -2.90], [-0.11, -1.06, -2.30], [2.35, -2.28, -2.29], [2.68, 3.00, -1.57], [2.23, 3.86, -2.56], [3.01, 4.93, -2.96], [4.25, 5.13, -2.36], [4.71, 4.27, -1.37], [3.92, 3.20, -0.97], [5.09, 6.25, -2.79], [4.65, 6.99, -3.66], [6.19, 6.37, -2.27], [2.07, 2.15, -1.27], [1.26, 3.70, -3.02], [2.65, 5.60, -3.73], [5.67, 4.43, -0.90], [4.26, 2.52, -0.20], [3.04, 4.01, 4.05], [2.30, 4.95, 4.78], [1.09, 5.41, 4.28], [0.63, 4.93, 3.06], [1.36, 4.01, 2.33], [2.57, 3.55, 2.83], [-0.66, 5.41, 2.54], [-1.27, 6.23, 3.20], [-1.05, 4.94, 1.48], [3.98, 3.65, 4.45], [2.67, 5.31, 5.73], [0.53, 6.14, 4.85], [1.01, 3.64, 1.37], [3.15, 2.82, 2.27], [-6.98, -2.90, -1.38], [-6.75, -2.24, -2.58], [-5.72, -1.31, -2.67], [-4.93, -1.05, -1.56], [-5.16, -1.70, -0.35], [-6.19, -2.63, -0.27], [-3.83, -0.09, -1.67], [-3.67, 0.47, -2.74], [-3.13, 0.09, -0.68], [-7.78, -3.62, -1.31], [-7.37, -2.45, -3.44], [-5.55, -0.80, -3.62], [-4.55, -1.50, 0.52], [-6.38, -3.14, 0.67], [-10.61, -4.89, 4.10], [-11.04, -4.03, 3.09], [-10.24, -2.98, 2.68], [-8.99, -2.79, 3.28], [-8.56, -3.64, 4.29], [-9.37, -4.69, 4.70], [-8.13, -1.70, 2.83], [-8.56, -0.96, 1.96], [-7.03, -1.59, 3.35], [-11.24, -5.71, 4.41], [-12.01, -4.18, 2.63], [-10.58, -2.31, 1.90], [-7.59, -3.50, 4.76], [-9.03, -5.36, 5.48]]}


# 5
{"formula": "C39H38N5P2SSeV", "method": "the ωB97M-V functional and the def2-TZVPD basis", "s2": 2.447, "lumo_ev": [-5.14, -5.17], "spin_multiplicity": 3, "orbital_gap_ev": [7.46, 6.42], "de_lowest_kcal_mol": 15.18, "total_charge": 2, "symbols": ["V", "N", "C", "C", "C", "C", "C", "N", "C", "C", "C", "C", "C", "N", "H", "H", "H", "H", "H", "H", "H", "H", "H", "C", "S", "C", "C", "C", "N", "P", "C", "C", "C", "C", "C", "C", "C", "C", "C", "C", "C", "C", "P", "C", "C", "C", "C", "C", "C", "C", "C", "C", "C", "C", "C", "H", "H", "H", "H", "H", "H", "H", "H", "H", "H", "H", "H", "H", "H", "H", "H", "H", "H", "H", "H", "H", "H", "H", "H", "H", "H", "H", "H", "H", "Se", "C", "N"], "positions_angstrom": [[0.67, 1.50, -1.77], [-0.70, 3.79, -0.04], [0.68, 3.96, 0.04], [1.18, 4.89, 0.95], [2.54, 5.10, 1.03], [3.38, 4.38, 0.18], [2.81, 3.46, -0.67], [1.49, 3.22, -0.73], [-1.47, 3.60, -1.19], [-2.73, 4.21, -1.26], [-3.48, 4.04, -2.41], [-2.95, 3.30, -3.47], [-1.71, 2.73, -3.30], [-1.00, 2.83, -2.17], [-1.19, 4.30, 0.68], [0.49, 5.46, 1.57], [2.94, 5.82, 1.72], [4.45, 4.52, 0.19], [3.42, 2.85, -1.32], [-3.08, 4.82, -0.44], [-4.45, 4.51, -2.49], [-3.49, 3.19, -4.39], [-1.25, 2.15, -4.09], [-2.17, -5.11, 3.84], [-2.36, -3.96, 2.46], [-1.02, -4.53, 1.39], [-0.53, -3.40, 0.48], [0.07, -2.25, 1.26], [0.47, -1.12, 0.38], [-0.54, 0.27, 0.14], [-2.19, -0.37, -0.20], [-2.99, -0.91, 0.82], [-4.22, -1.45, 0.53], [-4.70, -1.44, -0.78], [-3.93, -0.89, -1.79], [-2.68, -0.36, -1.50], [-0.68, 1.00, 1.79], [-1.80, 1.78, 2.09], [-1.88, 2.42, 3.31], [-0.85, 2.30, 4.24], [0.26, 1.53, 3.94], [0.34, 0.87, 2.72], [1.92, -1.03, -0.40], [2.84, -2.54, -0.17], [3.47, -2.83, 1.04], [4.16, -4.02, 1.18], [4.24, -4.91, 0.11], [3.62, -4.61, -1.10], [2.93, -3.42, -1.24], [1.67, -0.43, -2.00], [0.54, -0.88, -2.79], [0.21, -0.24, -3.95], [1.02, 0.80, -4.48], [2.20, 1.11, -3.84], [2.52, 0.58, -2.58], [-2.95, -4.86, 4.56], [-1.20, -5.00, 4.31], [-2.32, -6.14, 3.51], [-1.35, -5.37, 0.78], [-0.20, -4.89, 2.01], [-1.36, -3.04, -0.14], [0.22, -3.81, -0.20], [0.94, -2.58, 1.83], [-0.64, -1.85, 1.99], [-2.64, -0.91, 1.85], [-4.82, -1.89, 1.32], [-5.67, -1.86, -1.00], [-4.30, -0.87, -2.81], [-2.09, 0.07, -2.30], [-2.61, 1.86, 1.39], [-2.76, 3.01, 3.55], [-0.92, 2.81, 5.20], [1.06, 1.42, 4.66], [1.21, 0.26, 2.52], [3.43, -2.14, 1.88], [4.65, -4.25, 2.11], [4.79, -5.84, 0.22], [3.70, -5.30, -1.93], [2.46, -3.19, -2.19], [-0.09, -1.68, -2.41], [-0.67, -0.56, -4.49], [0.76, 1.26, -5.43], [2.87, 1.85, -4.27], [3.48, 0.79, -2.14], [4.19, 1.37, 2.57], [3.44, 0.62, 1.23], [2.91, 0.14, 0.27]]}